[1]
Computed, not measured: the molecule C19H19N3O3S, with ωB97M-V/def2-TZVPD.

ORCA input file:
```
! wB97M-V def2-TZVPD RIJCOSX def2/J DEFGRID3
* xyz 0 1
C -0.988 -5.005 -0.056
C -1.510 -3.603 0.013
C -2.715 -3.253 -0.581
C -3.191 -1.957 -0.512
C -2.465 -0.977 0.154
C -1.266 -1.328 0.770
C -0.796 -2.623 0.695
H 0.140 -2.882 1.168
H -0.710 -0.580 1.315
C -2.947 0.405 0.220
C -4.204 0.768 0.596
S -4.459 2.478 0.649
C -2.831 2.747 0.143
N -2.299 3.975 -0.016
C -1.070 4.010 -0.394
N -0.320 2.929 -0.699
C -0.804 1.611 -0.575
O -0.091 0.683 -0.910
C -2.147 1.554 -0.065
C 1.080 3.035 -1.056
H 1.254 2.444 -1.953
H 1.325 4.083 -1.237
C 1.880 2.556 0.171
O 1.660 3.101 1.238
N 2.787 1.574 0.038
C 3.089 0.740 -1.105
H 2.554 1.056 -1.995
H 4.168 0.804 -1.294
C 2.708 -0.714 -0.788
O 3.364 -1.176 0.372
C 3.040 -0.369 1.480
H 3.578 -0.784 2.334
C 3.454 1.085 1.235
H 3.167 1.718 2.074
H 4.537 1.138 1.080
H 1.958 -0.409 1.671
H 3.022 -1.372 -1.599
H 1.619 -0.773 -0.664
H -0.599 4.978 -0.493
H -5.008 0.116 0.876
H -4.122 -1.694 -0.993
H -3.286 -4.002 -1.111
H 0.070 -5.007 -0.313
H -1.531 -5.589 -0.795
H -1.096 -5.493 0.913
*
```

Computed properties:
Structure (SMILES) ... Cc1ccc(-c2csc3ncn(CC(=O)N4CCOCC4)c(=O)c23)cc1
Energy relative to the best compared isomer or geometry (same formula, charge and spin) ... 76.1 kJ/mol
HOMO energy ... -0.3014 hartree
Total energy ... -41460.425 eV

=====

[2]
Computed, not measured: the molecule C5H6ClN at a distorted geometry, with ωB97M-V/def2-TZVPD.

ORCA input file:
```
! wB97M-V def2-TZVPD RIJCOSX def2/J DEFGRID3
* xyz 0 1
C -0.463 0.275 0.740
C 0.170 1.433 0.092
C 1.458 1.170 -0.383
C 1.815 -0.208 0.018
C 0.602 -0.722 0.689
H -0.763 0.400 1.864
H -0.569 2.202 0.011
H 2.149 1.721 -1.181
H 2.741 -0.596 0.381
H 1.446 -2.187 -0.345
H 0.848 -1.370 1.520
N 1.017 -1.234 -0.651
Cl -2.027 -0.190 -0.273
*
```

Computed properties:
Structure (SMILES) ... Cl[C@@H]1C=C[C@@H]2N[C@H]12
Energy relative to the best compared isomer or geometry (same formula, charge and spin) ... 258.5 kJ/mol
HOMO energy ... -0.3488 hartree
Total energy ... -19291.940 eV

=====

[3]
Computed, not measured: a cluster of 9 separate species, C58H55F8O6PS in total at a distorted geometry, with ωB97M-V/def2-TZVPD.

ORCA input file:
```
! wB97M-V def2-TZVPD RIJCOSX def2/J DEFGRID3
* xyz 0 1
C 6.812 -5.656 1.893
C 6.721 -4.457 0.733
O 5.476 -4.498 -0.050
P 4.211 -3.532 0.739
O 4.000 -4.114 2.193
C 2.646 -3.760 -0.379
C 1.451 -2.790 0.186
C 0.148 -3.575 0.797
C -0.011 -4.883 1.488
S 1.357 -6.099 1.882
C -1.588 -5.104 1.909
O -2.148 -6.234 2.346
O -2.184 -3.753 1.721
C -1.377 -2.920 0.777
O -1.719 -1.840 0.070
O 4.634 -1.844 0.875
C 4.968 -1.463 2.257
C 3.634 -1.060 3.174
H 6.417 -5.141 2.895
H 7.900 -6.070 2.037
H 6.014 -6.503 1.654
H 6.995 -3.402 1.170
H 7.599 -4.722 -0.032
H 2.346 -4.879 -0.544
H 2.980 -3.353 -1.451
H 1.863 -1.981 0.937
H 1.054 -2.172 -0.754
H 1.721 -5.885 3.222
H 5.591 -0.448 2.176
H 5.687 -2.221 2.812
H 3.930 -0.806 4.297
H 3.012 -0.183 2.673
H 2.883 -1.983 3.248
F 1.389 -1.370 -5.704
C 0.708 -0.721 -4.751
C 0.146 -1.439 -3.701
C -0.559 -0.762 -2.706
C -0.703 0.625 -2.777
C -0.139 1.337 -3.837
C 0.575 0.661 -4.826
H 0.261 -2.518 -3.667
H -0.996 -1.314 -1.877
H -1.256 1.152 -2.002
H -0.256 2.417 -3.892
H 1.027 1.200 -5.652
F -5.799 -0.957 -8.084
C -4.551 -1.276 -7.716
C -3.853 -2.242 -8.432
C -2.551 -2.572 -8.053
C -1.966 -1.939 -6.954
C -2.677 -0.974 -6.238
C -3.974 -0.637 -6.625
H -4.327 -2.730 -9.278
H -1.994 -3.320 -8.611
H -0.953 -2.199 -6.656
H -2.221 -0.485 -5.381
H -4.537 0.117 -6.085
F -1.457 4.915 -7.785
C -1.478 3.704 -8.356
C -0.836 2.640 -7.730
C -0.862 1.378 -8.323
C -1.521 1.195 -9.541
C -2.157 2.269 -10.164
C -2.141 3.529 -9.566
H -0.323 2.803 -6.788
H -0.370 0.539 -7.837
H -1.537 0.211 -10.005
H -2.666 2.125 -11.114
H -2.638 4.373 -10.032
F -5.739 2.818 1.791
C -5.422 1.955 0.817
C -4.414 1.021 1.033
C -4.086 0.118 0.021
C -4.763 0.166 -1.200
C -5.769 1.111 -1.409
C -6.105 2.006 -0.393
H -3.894 1.004 1.985
H -3.305 -0.621 0.183
H -4.504 -0.535 -1.990
H -6.292 1.149 -2.361
H -6.890 2.740 -0.535
F 1.166 2.487 5.159
C -0.102 2.757 4.823
C -0.431 2.941 3.484
C -1.752 3.217 3.133
C -2.729 3.316 4.127
C -2.389 3.134 5.468
C -1.070 2.847 5.818
H 0.343 2.869 2.727
H -2.021 3.355 2.089
H -3.759 3.535 3.853
H -3.150 3.215 6.240
H -0.789 2.694 6.854
F -10.399 3.159 6.854
C -9.799 2.697 5.749
C -8.796 3.450 5.148
C -8.168 2.967 4.000
C -8.558 1.739 3.459
C -9.569 0.993 4.067
C -10.189 1.471 5.221
H -8.513 4.405 5.578
H -7.378 3.544 3.528
H -8.071 1.364 2.562
H -9.873 0.039 3.641
H -10.970 0.900 5.711
F 2.419 2.739 1.334
C 2.970 3.952 1.198
C 3.037 4.800 2.298
C 3.616 6.061 2.159
C 4.111 6.466 0.917
C 4.035 5.610 -0.183
C 3.466 4.344 -0.040
H 2.640 4.472 3.253
H 3.680 6.729 3.015
H 4.558 7.452 0.808
H 4.417 5.928 -1.149
H 3.407 3.662 -0.882
F 8.996 -3.575 3.744
C 8.665 -3.069 4.939
C 8.390 -1.711 5.054
C 8.041 -1.183 6.297
C 7.981 -2.019 7.415
C 8.264 -3.380 7.291
C 8.603 -3.909 6.045
H 8.449 -1.075 4.177
H 7.816 -0.124 6.396
H 7.713 -1.607 8.386
H 8.222 -4.028 8.163
H 8.817 -4.966 5.929
*
```

Computed properties:
Structure (SMILES) ... CCOP(=O)(CCC1=C(S)C(=O)OC1=O)OCC.Fc1ccccc1.Fc1ccccc1.Fc1ccccc1.Fc1ccccc1.Fc1ccccc1.Fc1ccccc1.Fc1ccccc1.Fc1ccccc1
HOMO energy ... -0.3353 hartree
Total energy ... -115180.581 eV

=====

[4]
Computed, not measured: a structure of composition C5H8N4O2 at a distorted geometry, with ωB97M-V/def2-TZVPD.

ORCA input file:
```
! wB97M-V def2-TZVPD RIJCOSX def2/J DEFGRID3
* xyz 0 1
C 1.486 0.327 -1.242
C 2.650 1.518 0.113
C 0.784 0.394 -0.091
C -1.781 1.421 0.004
C -0.558 -0.115 0.279
N 2.669 1.003 -1.125
N 1.554 1.080 0.751
N -0.778 -0.805 1.469
N -1.020 -0.875 -0.808
O -2.699 1.581 0.770
O -1.474 1.973 -1.162
H 1.291 -0.340 -2.055
H 3.307 2.261 0.593
H 1.387 1.150 1.745
H -1.800 -0.991 1.505
H -0.686 -0.090 2.268
H -1.514 -1.657 -0.451
H -0.923 1.378 -1.678
H -0.246 -1.133 -1.369
*
```

Computed properties:
Energy relative to the best compared isomer or geometry (same formula, charge and spin) ... 241.5 kJ/mol
HOMO energy ... -0.3029 hartree
Total energy ... -15368.716 eV

=====

[5]
Computed, not measured: the molecule C11H11ClO3 at a distorted geometry, with ωB97M-V/def2-TZVPD.

ORCA input file:
```
! wB97M-V def2-TZVPD RIJCOSX def2/J DEFGRID3
* xyz 0 1
C -1.512 -1.848 2.182
C -0.118 -1.904 2.273
C -2.052 -1.281 0.941
C 0.698 -1.448 1.311
C -1.119 -0.867 -0.025
C 0.211 -0.889 0.112
C -0.044 1.568 -1.547
C 1.140 -0.526 -0.912
C -0.070 2.675 -2.520
C 2.341 -1.309 -1.294
C -0.505 2.162 0.706
O 0.874 0.593 -1.559
O 0.771 2.813 -3.380
O -0.986 1.671 -0.521
Cl -1.532 3.676 -2.321
H -2.171 -2.066 2.936
H 0.327 -2.183 3.264
H -3.068 -1.135 0.683
H 1.844 -1.304 1.558
H -1.472 -0.714 -1.084
H 2.098 -2.350 -0.920
H 3.152 -0.890 -0.658
H 2.459 -1.206 -2.325
H 0.443 1.593 1.008
H -1.351 1.912 1.423
H -0.358 3.255 0.666
*
```

Computed properties:
Energy relative to the best compared isomer or geometry (same formula, charge and spin) ... 435.0 kJ/mol
HOMO energy (spin up / spin down) ... -0.2705 / -0.2910 hartree
Total energy ... -30245.903 eV

=====

[6]
Computed, not measured: a structure of composition C33H53FeI2N5OSSi at a distorted geometry, with ωB97M-V/def2-TZVPD.

ORCA input file:
```
! wB97M-V def2-TZVPD RIJCOSX def2/J DEFGRID3
* xyz 1 6
Fe 0.185 0.470 -0.690
N -0.805 -2.628 0.874
C -1.241 -3.866 0.183
C -2.185 -3.518 -0.959
C -1.524 -2.719 -2.086
N -1.337 -1.304 -1.706
C -0.196 -3.352 -2.517
C 0.734 -3.739 -1.366
N 1.262 -2.532 -0.717
C -0.002 -4.591 -0.326
H -1.616 -1.981 1.028
H -0.029 -2.205 0.256
H -0.408 -2.853 1.788
H -1.778 -4.491 0.903
H -3.042 -2.967 -0.570
H -2.567 -4.452 -1.372
H -2.204 -2.777 -2.949
H -2.209 -0.968 -1.296
H -1.202 -0.779 -2.567
H 0.322 -2.657 -3.179
H -0.417 -4.250 -3.092
H 1.551 -4.339 -1.792
H 1.580 -1.869 -1.420
H 2.060 -2.769 -0.133
H 0.667 -4.820 0.506
H -0.296 -5.537 -0.778
C 1.086 -0.640 6.644
C 0.885 -1.546 5.419
C -0.586 -1.508 5.009
C 1.244 -2.991 5.803
C 1.806 -1.081 4.303
C 3.184 -1.017 4.569
C 4.103 -0.618 3.627
C 3.636 -0.284 2.368
S 4.546 0.184 0.966
C 3.056 0.244 0.065
N 1.977 -0.028 0.755
C 2.263 -0.334 2.059
C 1.353 -0.730 3.042
C 3.007 0.414 -1.368
C 4.180 0.562 -2.110
C 4.131 0.562 -3.489
C 2.917 0.356 -4.126
C 1.754 0.228 -3.383
C 1.740 0.304 -1.993
H 0.421 -0.949 7.446
H 0.872 0.397 6.396
H 2.105 -0.697 7.019
H -1.210 -1.818 5.842
H -0.780 -2.196 4.187
H -0.890 -0.505 4.718
H 0.604 -3.317 6.619
H 2.277 -3.071 6.132
H 1.100 -3.669 4.963
H 3.546 -1.281 5.548
H 5.156 -0.572 3.856
H 0.306 -0.720 2.793
H 5.125 0.667 -1.598
H 5.032 0.689 -4.066
H 2.874 0.299 -5.203
H 0.827 0.057 -3.909
O -1.239 2.325 2.651
C -1.036 1.705 1.687
N -0.858 1.058 0.701
I -3.676 -1.053 1.899
I -3.340 -3.992 3.373
C -1.401 1.827 -4.048
Si -1.201 2.379 -2.201
C -3.068 2.706 -1.620
C -3.874 3.326 -2.768
C -3.720 1.379 -1.229
C -3.149 3.643 -0.414
C 0.050 3.891 -2.090
C -0.619 5.145 -2.659
C 1.312 3.615 -2.906
C 0.458 4.117 -0.634
H -1.766 2.665 -4.633
H -2.128 1.025 -4.152
H -0.477 1.505 -4.510
H -3.965 2.644 -3.606
H -3.432 4.253 -3.119
H -4.880 3.548 -2.415
H -3.694 0.667 -2.049
H -4.760 1.541 -0.959
H -3.212 0.959 -0.364
H -2.762 4.634 -0.647
H -2.602 3.246 0.437
H -4.189 3.763 -0.110
H -0.891 5.003 -3.702
H 0.074 5.983 -2.606
H -1.513 5.420 -2.108
H 1.082 3.364 -3.937
H 1.885 2.799 -2.472
H 1.939 4.504 -2.907
H -0.403 4.303 0.001
H 1.125 4.974 -0.559
H 0.983 3.236 -0.249
*
```

Computed properties:
HOMO energy (spin up / spin down) ... -0.3489 / -0.3688 hartree
Total energy ... -113877.266 eV

=====

[7]
Computed, not measured: a structure of composition C2H3ClN2 at a distorted geometry, with ωB97M-V/def2-TZVPD.

ORCA input file:
```
! wB97M-V def2-TZVPD RIJCOSX def2/J DEFGRID3
* xyz 0 1
C -1.244 -1.201 -0.080
C 0.322 0.917 0.064
N -1.958 -1.904 -0.670
N 0.206 -0.293 0.750
Cl 1.476 -1.368 0.230
H 1.334 1.284 0.318
H 0.368 0.865 -1.081
H -0.505 1.700 0.469
*
```

Computed properties:
Energy relative to the best compared isomer or geometry (same formula, charge and spin) ... 461.9 kJ/mol
HOMO energy ... -0.4018 hartree
Total energy ... -17620.622 eV

=====

[8]
Computed, not measured: a cluster of 2 separate species, C2H3ClF2S in total at a distorted geometry, with ωB97M-V/def2-TZVPD.

ORCA input file:
```
! wB97M-V def2-TZVPD RIJCOSX def2/J DEFGRID3
* xyz 0 1
C -1.533 -0.188 -0.333
C 1.437 -0.445 0.068
F 1.865 -1.117 1.110
F 1.699 -1.014 -1.139
S -1.776 1.432 0.135
Cl 2.022 1.309 0.137
H -2.152 -0.545 -1.051
H -0.853 -0.946 0.061
H -0.708 1.514 1.012
*
```

Computed properties:
Energy relative to the best compared isomer or geometry (same formula, charge and spin) ... 392.3 kJ/mol
HOMO energy (spin up / spin down) ... -0.2732 / -0.3566 hartree
Total energy ... -30911.166 eV

=====

[9]
Computed, not measured: a structure of composition C36H51CuN3O4PS at a distorted geometry, with ωB97M-V/def2-TZVPD.

ORCA input file:
```
! wB97M-V def2-TZVPD RIJCOSX def2/J DEFGRID3
* xyz 1 2
Cu 10.439 15.053 7.517
C 13.674 9.533 9.941
O 13.638 9.654 8.524
C 13.316 10.797 7.905
C 13.529 10.722 6.507
C 13.351 11.856 5.767
C 12.885 13.068 6.360
C 12.499 14.178 5.483
C 13.206 14.285 4.122
O 11.626 15.001 5.765
C 12.485 13.050 7.754
O 11.819 14.009 8.382
C 12.840 11.934 8.502
H 14.234 8.579 10.168
H 12.654 9.447 10.270
H 14.154 10.365 10.406
H 13.904 9.819 6.065
H 13.501 11.855 4.690
H 14.227 13.788 4.006
H 13.240 15.322 3.834
H 12.571 13.835 3.373
H 12.610 11.905 9.560
C 6.493 17.813 8.525
N 6.717 16.391 8.483
C 6.091 15.512 9.319
C 6.561 14.284 9.092
N 7.493 14.424 8.102
C 7.655 15.752 7.749
S 8.666 16.366 6.519
C 8.065 13.258 7.611
C 7.176 12.161 7.421
C 7.697 10.987 6.995
C 9.078 10.977 6.645
C 9.786 12.143 6.703
N 9.311 13.280 7.207
H 6.366 18.116 9.589
H 5.598 18.020 7.991
H 7.328 18.340 8.105
H 5.416 15.790 10.109
H 6.416 13.358 9.586
H 6.105 12.278 7.575
H 7.071 10.117 6.842
H 9.589 10.075 6.339
H 10.816 12.215 6.391
O 11.053 16.671 8.456
P 11.932 17.528 9.367
C 11.058 17.533 10.949
C 11.373 18.737 11.839
C 10.250 19.767 11.706
C 8.878 19.266 12.220
C 8.875 17.719 12.081
C 9.516 17.351 10.763
C 13.571 16.893 9.620
C 14.271 16.327 8.356
C 15.447 15.420 8.735
C 16.393 16.079 9.795
C 16.038 17.565 9.998
C 14.594 17.805 10.395
C 12.157 19.159 8.698
C 13.290 19.263 7.668
C 13.073 20.564 6.861
C 11.908 20.281 5.887
C 10.885 19.298 6.496
C 10.809 19.571 7.990
H 11.391 16.609 11.446
H 12.327 19.205 11.653
H 11.352 18.376 12.874
H 10.184 20.011 10.626
H 10.542 20.682 12.198
H 8.086 19.698 11.604
H 8.712 19.568 13.300
H 7.850 17.399 12.194
H 9.473 17.359 12.924
H 9.173 18.016 9.997
H 9.338 16.329 10.485
H 13.443 15.987 10.280
H 14.679 17.192 7.810
H 13.559 15.815 7.668
H 16.045 15.158 7.855
H 15.074 14.507 9.170
H 17.445 15.899 9.548
H 16.250 15.564 10.717
H 16.132 18.045 9.052
H 16.669 18.022 10.739
H 14.349 18.862 10.234
H 14.480 17.717 11.482
H 12.389 19.876 9.491
H 13.308 18.407 7.006
H 14.296 19.178 8.162
H 13.931 20.828 6.249
H 12.881 21.424 7.519
H 12.287 19.807 4.971
H 11.389 21.208 5.664
H 11.188 18.243 6.410
H 9.895 19.375 6.019
H 9.937 19.138 8.448
H 10.608 20.644 8.111
*
```

Computed properties:
Energy relative to the best compared isomer or geometry (same formula, charge and spin) ... 24.6 kJ/mol
HOMO energy (spin up / spin down) ... -0.3724 / -0.3721 hartree
Total energy ... -115580.435 eV